(1)
Molecular formula: C35H59ClN6O6
Method: DFT, ωB97M-V/def2-TZVPD

Cartesian coordinates (Å):
C  5.3913  -1.5847  1.3939
C  5.3699  -1.0193  -0.0147
C  4.3950  0.1102  -0.1278
O  4.3581  1.0131  0.6631
O  3.5785  0.0048  -1.1798
C  2.6507  1.0786  -1.3467
C  1.4530  0.5498  -2.1678
C  0.3254  0.1015  -1.2439
C  0.4159  -1.1686  -0.6716
N  1.4850  -2.0455  -0.9486
C  -0.5662  -1.6209  0.2254
N  -0.5177  -2.8712  0.8639
C  -1.6290  -0.7747  0.4657
C  -1.7571  0.4717  -0.1111
C  -0.7688  0.9576  -0.9703
C  -0.8611  2.3382  -1.6107
N  -1.1747  3.4381  -0.6994
C  -3.0647  1.0295  0.3683
O  -3.5312  2.1230  0.3309
N  -3.7880  -0.0602  0.9747
C  -4.8785  -0.5428  0.1036
Cl  -4.5633  -2.2453  -0.4209
C  -6.2291  -0.4346  0.8389
C  -7.2842  -1.4972  0.5371
C  -2.7938  -1.0044  1.3586
O  -2.8530  -1.7656  2.2721
H  6.1236  -2.3858  1.4601
H  5.6733  -0.8552  2.1432
H  4.4432  -2.0324  1.6724
H  5.0891  -1.8117  -0.7034
H  6.3569  -0.6507  -0.2764
H  3.1352  1.8830  -1.8920
H  2.2706  1.4342  -0.3985
H  1.7664  -0.2559  -2.8247
H  1.1107  1.3455  -2.8074
H  1.8393  -1.8905  -1.8827
H  1.1918  -3.0133  -0.9311
H  0.3403  -3.3723  0.7003
H  -0.6624  -2.7980  1.8613
H  -1.5783  2.2646  -2.4282
H  0.0943  2.5752  -2.0530
H  -1.1152  3.1248  0.2557
H  -2.1074  3.7763  -0.8600
H  -4.8560  0.0374  -0.8112
H  -6.6295  0.5559  0.6382
H  -5.9875  -0.4710  1.8930
H  -7.3280  -1.7719  -0.5096
H  -7.1390  -2.3674  1.1639
H  -8.2580  -1.0845  0.7936
C  5.4771  -3.4397  8.0061
C  5.6200  -2.4427  6.8267
C  5.2694  -1.0238  7.2806
C  3.7733  -0.7821  7.4719
C  2.9938  -1.2078  6.2292
C  3.2886  -2.6474  5.8098
N  4.7602  -2.8713  5.6815
O  5.1919  -2.3570  4.5748
C  2.6628  -3.6206  6.8263
C  2.6027  -2.9475  4.4815
C  7.0888  -2.4752  6.4174
H  5.1405  -4.4166  7.6606
H  6.4350  -3.5986  8.4991
H  4.7859  -3.0918  8.7737
H  5.6402  -0.3097  6.5383
H  5.8020  -0.8076  8.2092
H  3.4071  -1.3122  8.3555
H  3.5997  0.2784  7.6632
H  1.9218  -1.0984  6.4056
H  3.2433  -0.5308  5.4058
H  2.9269  -4.6522  6.5889
H  1.5766  -3.5393  6.7881
H  2.9468  -3.4253  7.8570
H  2.8988  -2.2510  3.6981
H  1.5231  -2.8641  4.6055
H  2.8288  -3.9607  4.1444
H  7.3754  -3.4633  6.0536
H  7.7052  -2.2378  7.2836
H  7.3185  -1.7445  5.6438
C  -3.2592  4.9429  -6.2113
C  -2.7875  3.6750  -6.9695
C  -3.8172  3.2717  -8.0280
C  -5.0767  2.6209  -7.4559
C  -4.7141  1.4660  -6.5231
C  -3.7352  1.8789  -5.4250
N  -2.5414  2.5596  -6.0065
O  -1.7335  1.6864  -6.5190
C  -4.4552  2.7877  -4.4101
C  -3.2957  0.6552  -4.6324
C  -1.4882  4.0572  -7.6707
H  -2.9389  4.9243  -5.1700
H  -2.8296  5.8416  -6.6512
H  -4.3414  5.0722  -6.2337
H  -3.3542  2.5683  -8.7275
H  -4.0881  4.1537  -8.6122
H  -5.6874  3.3608  -6.9313
H  -5.6942  2.2461  -8.2741
H  -5.6174  1.0586  -6.0644
H  -4.2752  0.6571  -7.1156
H  -3.7567  3.1601  -3.6587
H  -5.2261  2.2167  -3.8921
H  -4.9577  3.6406  -4.8585
H  -2.8515  -0.1132  -5.2624
H  -4.1572  0.2082  -4.1363
H  -2.5689  0.9274  -3.8636
H  -0.7131  4.3203  -6.9492
H  -1.6688  4.9214  -8.3086
H  -1.1098  3.2573  -8.3047

Forces on atoms 1 to 2 (eV/Å):
C 0.351 -0.327 0.218
C -0.297 -0.517 0.048

The highest occupied orbital energy (alpha / beta) is -8.28 / -8.28 eV. The spin multiplicity is 3.



(2)
Molecular formula: C35H59CsI2N8O4PS2SeSi
Method: DFT, ωB97M-V/def2-TZVPD

Cartesian coordinates (Å):
Cs  -0.6523  -2.9269  -1.5369
C  0.8425  2.5638  7.6696
N  0.4572  3.2302  6.4240
C  -0.7579  2.8669  5.7261
C  1.3760  3.9988  5.7244
N  1.3989  3.7373  4.3818
C  1.5710  4.5714  3.3686
C  1.4065  6.0113  3.4854
C  1.9378  6.8827  2.5175
C  2.6114  6.3041  1.4565
C  2.6543  4.9622  1.2018
C  2.2582  4.0110  2.2494
N  2.0350  2.7147  2.1846
C  2.8160  1.8136  1.5642
N  2.2453  0.6422  1.1407
C  2.7248  -0.3051  0.0879
C  0.7776  0.5469  1.2506
N  4.1601  1.9915  1.3355
C  4.7791  1.9298  0.0309
C  4.8598  2.8089  2.3123
N  2.2518  4.7475  6.4588
C  3.4590  5.1699  5.7758
C  1.6931  5.4013  7.6708
H  0.2486  3.0516  8.4834
H  1.8981  2.8141  7.9345
H  0.4505  1.5424  7.6175
H  -1.3756  3.8001  5.7037
H  -1.2414  1.9880  6.2271
H  -0.6142  2.6257  4.6253
H  0.8870  6.4538  4.3144
H  1.9279  7.9187  2.5607
H  3.2580  6.9484  0.8911
H  3.0257  4.6040  0.2358
H  3.7993  -0.4811  0.0858
H  2.4411  0.1143  -0.9586
H  2.2262  -1.2495  0.4411
H  0.4132  1.1613  2.1046
H  0.4610  -0.4743  1.3492
H  0.2512  1.0080  0.4215
H  4.0104  1.8137  -0.7669
H  5.4625  1.0097  0.0610
H  5.3487  2.8992  -0.1309
H  4.3401  2.9640  3.3161
H  5.2369  3.7931  1.9558
H  5.7808  2.2544  2.6260
H  3.8920  4.3988  5.1648
H  4.2085  5.2677  6.6060
H  3.5612  6.1822  5.3693
H  0.5996  5.4980  7.6887
H  2.1456  6.3745  7.6150
H  2.2154  4.9745  8.5236
O  -5.0260  2.5564  -6.3510
C  -3.8359  1.8836  -6.9080
C  -3.5220  0.7599  -5.9821
C  -2.4119  -0.0554  -6.3421
C  -1.9535  -1.0818  -5.5177
N  -2.5598  -1.3677  -4.3333
C  -3.7431  -0.7447  -4.1011
C  -4.0727  0.3885  -4.8068
C  -4.6223  -1.1317  -3.0641
C  -5.9110  -0.4888  -2.9100
C  -6.8653  -0.9587  -2.0505
C  -8.1720  -0.2708  -1.8463
O  -8.1157  0.9106  -2.5342
C  -6.4989  -2.1496  -1.3223
C  -5.2748  -2.7047  -1.4856
N  -4.3426  -2.2464  -2.3345
H  -5.0149  3.5310  -6.3147
H  -2.9695  2.4812  -7.0768
H  -4.1528  1.5809  -7.9383
H  -1.8829  -0.0429  -7.2817
H  -1.0017  -1.5802  -5.6719
H  -4.8792  1.0282  -4.3790
H  -6.1125  0.4370  -3.4945
H  -8.2645  -0.1537  -0.7565
H  -9.0239  -0.8982  -2.2345
H  -8.7702  1.5389  -2.2004
H  -7.2722  -2.5436  -0.7195
H  -4.9273  -3.5428  -0.9191
C  2.7749  -3.9786  -7.8960
C  2.5037  -2.6969  -7.1914
O  3.0699  -2.7939  -5.7949
P  1.9014  -2.7720  -4.6264
S  0.3069  -3.9664  -4.8968
S  1.3838  -0.8836  -4.0783
O  2.8142  -3.2043  -3.3981
C  3.5552  -4.5053  -3.3938
C  4.5334  -4.5085  -2.2029
H  2.5060  -3.7856  -8.9495
H  2.1551  -4.7664  -7.4601
H  3.9257  -4.1783  -7.8967
H  1.3712  -2.4732  -7.0721
H  3.0047  -1.7543  -7.5200
H  3.9785  -4.6147  -4.4079
H  2.7934  -5.3217  -3.3818
H  5.1716  -3.6237  -2.3698
H  5.1674  -5.4228  -2.3171
H  3.9075  -4.4458  -1.2731
I  1.9159  -3.7542  0.9638
I  6.1106  -1.4593  0.1795
C  -3.7748  -5.3507  3.5506
Si  -2.5198  -5.6446  2.1934
C  -0.8116  -5.8985  3.0041
C  -2.8685  -6.9950  0.9012
Se  -2.9491  -3.8344  1.0922
H  -4.7362  -5.1682  3.1539
H  -3.4936  -4.3562  3.9342
H  -3.8960  -6.0702  4.3802
H  -0.0318  -5.3735  2.3915
H  -0.6637  -6.9754  2.9346
H  -0.8083  -5.6547  4.0728
H  -2.8724  -8.0326  1.2675
H  -2.1594  -6.9320  0.0338
H  -3.8306  -6.8679  0.4044

Forces on atoms 1 to 2 (eV/Å):
Cs -0.053 0.004 -0.176
C -1.305 1.689 0.710

Its relative energy (zero: lowest compared OMol25 entry of this formula, charge and spin) is 7.285 eV. The highest occupied orbital energy (alpha / beta) is -1.49 / -1.49 eV. As for the net charge: -2. The spin multiplicity is 2.